(1)
Molecular formula: C31H30Cl2N
Method: DFT, ωB97M-V/def2-TZVPD

XYZ file:
```
64
Properties=species:S:1:pos:R:3:forces:R:3
Cl 4.458 2.848 2.548 -0.1 -0.1 0.1
C 3.145 1.765 2.769 -0.4 -0.2 -0.2
C 1.941 2.233 3.317 -0.4 -0.3 -0.2
C 0.844 1.382 3.394 0.2 -0.1 0.3
C 0.922 0.044 2.930 0.7 -0.8 0.8
C -0.245 -0.816 3.049 -0.6 2.4 -4.3
C -0.659 -1.614 1.916 0.2 0.1 0.8
C -1.954 -2.208 1.876 -0.3 -0.5 -0.1
C -2.248 -3.241 0.994 -0.1 0.5 0.3
C -1.276 -3.673 0.078 0.0 0.2 0.2
Cl -1.603 -4.986 -0.970 0.1 0.2 0.2
C -0.066 -2.976 -0.037 0.2 0.6 0.2
C 0.197 -1.908 0.814 0.3 -0.8 -0.2
C 2.184 -0.429 2.473 0.1 0.3 -0.2
C 3.272 0.434 2.359 -0.4 -0.2 0.0
H 1.866 3.259 3.659 0.0 -0.1 -0.1
H -0.105 1.732 3.811 0.4 0.0 -0.1
H -1.049 -0.428 3.670 0.4 -0.5 0.1
H -2.729 -1.842 2.554 0.4 -0.3 -0.2
H -3.222 -3.727 1.008 0.2 0.2 0.0
H 0.656 -3.262 -0.797 -0.2 0.1 0.0
H 1.090 -1.313 0.635 -0.3 -0.3 0.1
H 2.317 -1.483 2.214 0.0 0.5 0.2
H 4.210 0.077 1.942 -0.1 0.1 0.2
C -7.316 -3.152 6.565 0.1 0.4 0.5
C -6.781 -2.367 7.576 -0.3 -0.4 -0.5
C -5.441 -1.909 7.517 0.3 -0.2 -0.6
C -4.867 -1.134 8.557 0.6 0.3 0.2
C -3.547 -0.714 8.497 -1.0 -0.5 -0.2
C -2.761 -1.055 7.374 -0.4 0.2 0.0
C -3.288 -1.785 6.325 0.0 0.1 0.0
C -2.392 -2.071 5.128 -0.3 0.1 0.2
C -1.219 -2.932 5.559 0.0 0.3 0.5
C -0.359 -3.699 4.579 -0.1 -0.5 -0.2
C 1.013 -3.887 5.262 0.0 0.4 0.3
C 1.760 -2.542 5.214 0.4 -0.3 -0.1
C 0.836 -1.475 5.776 -0.8 0.1 0.3
N -0.362 -2.067 6.365 1.2 -1.2 3.0
C 0.175 -3.014 7.464 -0.7 1.7 -0.9
C 0.801 -4.205 6.767 0.3 -0.8 -0.3
C -4.639 -2.260 6.374 0.1 0.2 0.6
C -5.206 -3.092 5.379 -0.7 -0.3 -0.2
C -6.522 -3.525 5.462 0.9 0.3 0.0
H -8.351 -3.492 6.621 0.3 0.1 0.0
H -7.380 -2.086 8.443 0.1 -0.1 -0.2
H -5.492 -0.886 9.418 0.2 0.0 -0.2
H -3.106 -0.126 9.296 -0.1 -0.1 -0.1
H -1.714 -0.755 7.333 -0.6 0.0 0.0
H -2.925 -2.549 4.312 -0.2 0.1 0.1
H -2.018 -1.094 4.800 -0.3 -0.4 0.0
H -1.646 -3.688 6.242 0.1 0.4 -0.1
H -0.842 -4.661 4.353 0.2 0.2 -0.1
H -0.267 -3.139 3.652 0.3 -0.3 -0.1
H 1.589 -4.666 4.762 0.0 0.0 0.1
H 2.660 -2.578 5.839 0.0 -0.2 -0.3
H 2.065 -2.269 4.203 0.1 -0.3 0.0
H 1.342 -0.917 6.587 -0.3 -0.1 -0.4
H 0.512 -0.743 5.038 0.3 -0.1 0.3
H 0.899 -2.445 8.057 -0.2 -0.1 0.0
H -0.676 -3.286 8.096 0.2 0.0 0.0
H 0.149 -5.078 6.878 0.2 0.0 -0.1
H 1.765 -4.428 7.234 -0.1 -0.2 -0.1
H -4.597 -3.411 4.530 -0.3 0.1 0.3
H -6.931 -4.151 4.672 0.0 0.1 0.2
```
Forces are in eV/Å.

* largest force on an atom: 5.0 eV Å⁻¹
* E_HOMO: -9.92 eV
* frontier orbital gap: 3.70 eV
* charge: +1



(2)
Molecular formula: C31H30IrN2P2S2
Method: DFT, ωB97M-V/def2-TZVPD

XYZ file:
```
68
Properties=species:S:1:pos:R:3:forces:R:3
Ir -0.289 -0.588 -0.094 0.3 1.0 0.0
S 2.459 0.138 -0.067 -0.1 0.0 0.0
P 1.598 1.946 0.090 0.3 -0.3 0.1
C -0.068 1.467 -0.087 -0.2 -0.1 -0.4
P -1.604 2.003 -0.696 -0.3 -0.2 -0.1
S -2.692 0.355 -0.235 0.1 -0.1 0.0
C -1.578 2.225 -2.491 0.0 0.1 0.1
C -0.801 1.373 -3.277 0.0 0.1 0.0
C -0.805 1.512 -4.654 0.0 0.0 0.0
C -1.588 2.494 -5.252 0.0 0.0 0.0
C -2.364 3.338 -4.473 0.0 0.0 0.0
C -2.361 3.208 -3.090 0.0 0.0 0.0
C -2.261 3.511 0.028 0.1 0.0 0.1
C -3.351 3.461 0.891 0.0 0.1 0.0
C -3.811 4.630 1.480 0.0 0.0 0.0
C -3.180 5.837 1.217 0.0 0.0 0.0
C -2.085 5.886 0.363 0.0 0.0 0.0
C -1.622 4.725 -0.232 0.0 0.0 0.0
C 2.298 3.132 -1.077 -0.1 -0.1 0.0
C 3.654 3.418 -0.907 0.0 0.0 0.0
C 4.288 4.283 -1.782 0.0 0.0 0.0
C 3.575 4.864 -2.825 0.0 0.0 0.0
C 2.228 4.584 -2.991 0.0 0.0 0.0
C 1.586 3.716 -2.117 0.1 0.0 0.1
C 1.820 2.707 1.708 0.0 0.0 0.0
C 2.154 1.925 2.809 0.0 0.0 0.0
C 2.261 2.514 4.060 0.0 0.0 0.0
C 2.027 3.874 4.210 0.0 0.0 0.0
C 1.690 4.655 3.111 0.0 0.0 0.0
C 1.588 4.075 1.858 0.0 0.0 0.0
H -0.186 0.615 -2.810 0.0 -0.1 0.0
H -0.195 0.859 -5.264 0.0 0.0 0.0
H -1.593 2.598 -6.329 0.0 0.0 0.0
H -2.976 4.099 -4.940 0.0 0.0 0.0
H -2.965 3.868 -2.481 0.0 0.0 0.0
H -3.834 2.515 1.097 0.0 0.0 0.0
H -4.662 4.597 2.148 0.0 0.0 0.0
H -3.541 6.747 1.680 0.0 0.0 0.0
H -1.596 6.830 0.159 0.0 0.0 0.0
H -0.771 4.761 -0.903 0.0 0.0 0.0
H 4.206 2.960 -0.094 0.0 0.0 0.0
H 5.339 4.504 -1.653 0.0 0.0 0.0
H 4.075 5.536 -3.511 0.0 0.0 0.0
H 1.674 5.035 -3.804 0.0 0.0 0.0
H 0.539 3.494 -2.259 0.0 0.0 0.0
H 2.338 0.866 2.677 0.0 0.0 0.0
H 2.529 1.912 4.918 0.0 0.0 0.0
H 2.113 4.331 5.188 0.0 0.0 0.0
H 1.515 5.716 3.231 0.0 0.0 0.0
H 1.341 4.683 0.995 0.0 0.0 0.0
N 0.162 -2.558 -0.165 -0.3 -0.3 0.2
C 0.145 -3.716 -0.091 0.3 -0.2 -0.1
N 0.174 -5.006 -0.019 0.0 0.0 0.0
C -0.661 -5.744 0.951 -0.1 -0.1 -0.1
C -1.605 -6.678 0.204 0.1 0.0 0.0
C -0.826 -7.584 -0.752 0.0 0.1 0.0
C -0.004 -6.746 -1.733 0.0 0.0 0.1
C 0.944 -5.826 -0.977 -0.1 -0.1 -0.1
H -1.201 -5.028 1.566 0.0 0.0 0.0
H 0.011 -6.315 1.595 0.0 0.0 0.0
H -2.325 -6.079 -0.360 0.0 0.0 0.0
H -2.164 -7.267 0.932 0.0 0.0 0.0
H -1.512 -8.234 -1.294 0.0 0.0 0.0
H -0.156 -8.230 -0.176 0.0 0.0 0.0
H -0.673 -6.139 -2.349 0.0 0.0 0.0
H 0.575 -7.382 -2.403 0.0 0.0 0.0
H 1.496 -5.165 -1.642 0.0 0.1 0.0
H 1.660 -6.411 -0.397 0.0 0.0 0.0
```
Forces are in eV/Å.

* largest force on an atom: 1.1 eV Å⁻¹
* E_HOMO (spin up / spin down): -9.30 / -11.03 eV
* multiplicity: 5
* frontier orbital gap (spin up / spin down): 7.45 / 6.81 eV
* charge: +1